*one*
Below is a 13-piece molecular cluster, H26O13 overall, with properties calculated with wB97M-V/def2-TZVPD.

Summary:
Net charge: 0
HOMO-LUMO gap: 0.39036 Ha

CARTESIAN COORDINATES (ANGSTROEM)
O (-4.04, -7.51, -25.70)
H (-4.38, -6.79, -25.16)
H (-3.08, -7.43, -25.62)
O (-2.10, -8.43, -24.26)
H (-1.85, -8.79, -23.40)
H (-1.97, -9.17, -24.87)
O (-1.71, -11.18, -24.92)
H (-1.29, -11.57, -24.15)
H (-2.67, -11.34, -24.77)
O (-3.52, -10.09, -22.06)
H (-4.44, -10.40, -22.07)
H (-3.50, -9.40, -21.38)
O (-5.07, -9.85, -24.56)
H (-5.77, -9.51, -23.97)
H (-4.53, -9.07, -24.80)
O (-7.87, -9.44, -23.36)
H (-8.09, -8.53, -23.64)
H (-8.63, -9.96, -23.64)
O (-7.91, -9.57, -26.48)
H (-7.85, -9.94, -25.59)
H (-7.29, -10.10, -26.99)
O (-3.96, -12.29, -23.73)
H (-4.12, -13.14, -23.30)
H (-4.81, -11.84, -23.72)
O (-7.67, -7.00, -24.80)
H (-6.98, -7.38, -25.36)
H (-7.50, -6.05, -24.78)
O (-4.95, -7.71, -22.66)
H (-4.14, -8.21, -22.88)
H (-4.97, -6.98, -23.29)
O (-7.14, -11.95, -24.90)
H (-7.41, -12.72, -25.40)
H (-6.24, -11.75, -25.21)
O (-6.07, -11.50, -22.43)
H (-6.73, -10.78, -22.35)
H (-6.58, -12.23, -22.78)
O (-5.40, -10.91, -27.45)
H (-4.72, -11.20, -28.07)
H (-4.97, -10.27, -26.86)

***

*two*
Below is a 13-piece molecular cluster, H26O13 overall, with properties calculated with wB97M-V/def2-TZVPD.

Summary:
Net charge: 0
HOMO-LUMO gap: 0.38105 Ha

CARTESIAN COORDINATES (ANGSTROEM)
H (0.34, 0.84, -0.24)
H (1.01, -0.04, 0.68)
H (-1.79, 1.57, 4.36)
H (-1.07, 2.79, 4.53)
H (-3.03, -2.00, -0.65)
H (-3.71, -3.31, -1.09)
H (1.10, 1.83, 3.89)
H (2.19, 1.10, 4.47)
H (4.42, 0.15, -0.07)
H (3.28, 1.05, -0.11)
H (2.68, -2.86, -2.05)
H (1.54, -3.77, -1.74)
H (-1.75, -0.97, -0.18)
H (-1.36, 0.25, 0.59)
H (-0.97, -1.60, -3.15)
H (-1.37, -0.09, -3.34)
H (-0.47, 3.92, -0.91)
H (-1.36, 3.06, 0.03)
H (0.21, 2.02, -1.38)
H (1.36, 2.99, -1.47)
H (0.04, -2.86, 2.78)
H (-0.98, -3.18, 1.64)
H (-0.51, 2.58, 2.19)
H (0.57, 3.17, 1.32)
H (0.74, -0.97, -4.64)
H (2.01, -1.27, -3.91)
O (0.69, 0.01, -0.26)
O (-1.09, 2.10, 3.93)
O (-3.79, -2.55, -0.43)
O (1.38, 0.94, 3.98)
O (3.47, 0.19, -0.34)
O (1.88, -3.31, -2.51)
O (-2.07, -0.43, 0.61)
O (-1.64, -0.96, -2.93)
O (-1.36, 3.68, -0.71)
O (0.95, 2.46, -0.82)
O (-0.18, -3.40, 2.02)
O (0.08, 2.38, 1.54)
O (1.29, -1.66, -4.29)

***

*three*
Below is a 13-piece molecular cluster, H26O13 overall, with properties calculated with wB97M-V/def2-TZVPD.

Summary:
Net charge: 0
HOMO-LUMO gap: 0.39439 Ha

CARTESIAN COORDINATES (ANGSTROEM)
O (3.46, 0.07, -1.28)
H (3.92, -0.76, -1.09)
H (2.77, -0.24, -1.87)
O (-1.36, -3.53, 1.39)
H (-0.67, -2.86, 1.52)
H (-0.81, -4.18, 0.93)
O (-2.13, -0.62, -1.77)
H (-2.23, -1.20, -1.02)
H (-1.77, 0.18, -1.37)
O (2.85, 3.67, 0.23)
H (3.08, 3.36, -0.66)
H (2.79, 2.82, 0.69)
O (-0.87, -2.71, -0.94)
H (-0.44, -2.24, -1.65)
H (-1.78, -2.92, -1.17)
O (-3.46, -1.67, 1.76)
H (-3.83, -1.49, 0.86)
H (-3.12, -2.59, 1.57)
O (0.80, 3.06, -1.10)
H (0.49, 3.87, -0.71)
H (1.67, 2.75, -0.92)
O (-0.11, 1.06, -3.83)
H (0.31, 0.53, -4.51)
H (-0.67, 0.36, -3.47)
O (-1.24, -0.15, 3.08)
H (-1.92, -0.69, 2.65)
H (-0.60, 0.12, 2.41)
O (0.94, 2.00, 3.95)
H (0.36, 1.95, 3.18)
H (0.90, 1.03, 4.09)
O (-2.37, 3.65, 0.07)
H (-1.49, 3.35, -0.16)
H (-2.82, 2.79, 0.06)
O (0.60, -0.14, 0.37)
H (1.30, -0.31, 1.02)
H (1.10, 0.31, -0.32)
O (2.51, -2.89, -0.85)
H (1.72, -2.35, -1.05)
H (2.10, -3.39, -0.12)

***

*four*
Below is a 13-piece molecular cluster, H26O13 overall, with properties calculated with wB97M-V/def2-TZVPD.

Summary:
Net charge: 0
HOMO-LUMO gap: 0.35671 Ha

CARTESIAN COORDINATES (ANGSTROEM)
H (-0.35, 1.00, 0.06)
H (0.68, -0.05, 0.33)
H (-3.10, -0.84, -2.79)
H (-4.34, -1.37, -2.01)
H (-4.99, 0.07, -0.36)
H (-3.52, 0.23, -0.29)
H (-3.22, 2.32, 2.55)
H (-3.42, 0.87, 2.27)
H (5.43, -1.66, 1.63)
H (4.36, -2.37, 0.87)
H (1.14, 1.54, 4.35)
H (0.92, 1.95, 2.85)
H (4.08, 1.80, 2.27)
H (3.27, 0.98, 3.27)
H (-2.49, 1.80, -1.95)
H (-1.20, 2.05, -1.61)
H (2.35, 3.00, -2.81)
H (0.83, 2.44, -2.45)
H (-2.04, 1.50, -4.87)
H (-1.89, 1.10, -3.45)
H (3.58, -1.57, 3.39)
H (3.48, -3.11, 3.21)
H (-1.32, -3.71, 1.82)
H (-0.05, -3.64, 2.65)
H (0.88, -2.31, -3.73)
H (1.26, -2.66, -5.13)
O (0.31, 0.56, -0.32)
O (-3.43, -1.53, -2.10)
O (-4.14, -0.43, -0.60)
O (-2.84, 1.57, 2.05)
O (4.50, -1.57, 1.45)
O (0.78, 2.19, 3.77)
O (3.77, 0.90, 2.46)
O (-1.98, 2.58, -1.64)
O (1.35, 3.21, -2.79)
O (-1.76, 1.88, -3.99)
O (2.95, -2.29, 3.30)
O (-0.99, -3.33, 2.61)
O (1.14, -3.10, -4.29)

***

Relative energies in kcal/mol: *one* 0.0; *two* 86.1; *three* 59.6; *four* 119.4

***

*one*
Below is a 13-piece molecular cluster, H26O13 overall, with properties calculated with wB97M-V/def2-TZVPD.

Summary:
Net charge: 0
HOMO-LUMO gap: 0.35559 Ha

CARTESIAN COORDINATES (ANGSTROEM)
O (-2.87, 0.49, 1.53)
H (-2.69, -0.42, 1.28)
H (-2.54, 1.01, 0.79)
O (2.08, 1.42, -2.07)
H (2.87, 1.96, -1.98)
H (2.34, 0.72, -2.66)
O (0.66, -1.15, -3.90)
H (0.15, -1.70, -4.49)
H (0.41, -1.45, -3.02)
O (0.02, 3.52, -0.84)
H (0.03, 2.64, -1.21)
H (-0.28, 3.39, 0.06)
O (1.86, 1.44, 2.71)
H (1.00, 1.09, 2.49)
H (1.68, 2.24, 3.22)
O (-0.45, -0.44, 3.18)
H (-0.89, -0.91, 2.47)
H (0.26, -1.02, 3.46)
O (-0.99, 2.41, 2.05)
H (-1.29, 1.52, 2.25)
H (-1.32, 2.94, 2.77)
O (0.21, -2.59, -1.71)
H (0.61, -2.59, -0.85)
H (-0.43, -3.31, -1.68)
O (-2.18, 0.40, -2.75)
H (-2.38, -0.54, -2.80)
H (-2.93, 0.83, -3.17)
O (-0.37, 0.04, 0.09)
H (-0.95, -0.69, 0.30)
H (-0.23, -0.04, -0.86)
O (2.84, 0.54, 0.50)
H (2.14, 0.74, -0.13)
H (2.53, 0.90, 1.33)
O (-1.55, -2.24, 0.93)
H (-2.38, -2.56, 0.57)
H (-0.92, -2.94, 0.75)
O (1.76, -2.18, 0.58)
H (2.55, -2.24, 0.04)
H (1.67, -1.25, 0.78)

***

*two*
Below is a 13-piece molecular cluster, H26O13 overall, with properties calculated with wB97M-V/def2-TZVPD.

Summary:
Net charge: 0
HOMO-LUMO gap: 0.39209 Ha

CARTESIAN COORDINATES (ANGSTROEM)
O (-20.33, -9.51, -10.81)
H (-20.52, -9.22, -11.71)
H (-20.93, -10.24, -10.67)
O (-27.74, -5.85, -9.13)
H (-27.30, -6.51, -9.67)
H (-28.55, -6.28, -8.84)
O (-23.20, -6.66, -9.43)
H (-23.45, -5.79, -9.75)
H (-23.64, -7.27, -10.03)
O (-20.98, -4.59, -6.35)
H (-21.42, -5.43, -6.28)
H (-21.66, -4.00, -6.70)
O (-27.48, -9.80, -8.39)
H (-26.53, -9.70, -8.49)
H (-27.83, -9.63, -9.26)
O (-18.64, -5.68, -11.20)
H (-18.15, -6.49, -11.27)
H (-19.49, -5.94, -10.83)
O (-26.16, -7.62, -12.28)
H (-26.81, -8.27, -12.54)
H (-26.20, -6.95, -12.96)
O (-23.77, -11.30, -9.85)
H (-24.04, -11.50, -10.75)
H (-23.16, -12.00, -9.63)
O (-22.58, -4.30, -13.19)
H (-23.11, -3.51, -13.29)
H (-21.77, -4.10, -13.66)
O (-22.02, -8.18, -14.12)
H (-22.43, -7.38, -13.80)
H (-22.44, -8.35, -14.96)
O (-20.93, -1.65, -10.61)
H (-20.73, -1.47, -9.69)
H (-21.71, -2.21, -10.58)
O (-20.63, -8.64, -6.53)
H (-21.33, -8.46, -5.90)
H (-20.83, -8.08, -7.28)
O (-25.00, -3.08, -9.42)
H (-25.12, -2.68, -8.55)
H (-25.72, -3.69, -9.51)

***

Relative energies in kcal/mol: *one* 0.0; *two* 33.1

***

*one*
Below is a 13-piece molecular cluster, H26O13 overall, with properties calculated with wB97M-V/def2-TZVPD.

Summary:
Net charge: 0
HOMO-LUMO gap: 0.33707 Ha

CARTESIAN COORDINATES (ANGSTROEM)
O (1.19, -1.34, 1.75)
H (0.79, -1.52, 2.61)
H (1.47, -2.21, 1.42)
O (-0.82, -2.93, -1.55)
H (-0.98, -3.32, -0.68)
H (0.10, -3.13, -1.76)
O (3.42, 1.25, 1.62)
H (2.48, 1.52, 1.48)
H (3.37, 0.63, 2.35)
O (3.35, 0.85, -1.19)
H (3.25, 0.72, -0.22)
H (4.11, 1.43, -1.27)
O (-4.10, 0.44, -1.39)
H (-3.68, 0.84, -0.61)
H (-3.46, 0.57, -2.11)
O (0.15, 0.45, 3.52)
H (0.99, 0.49, 3.99)
H (0.26, 1.05, 2.77)
O (1.49, -0.72, -2.70)
H (0.72, -0.62, -2.13)
H (2.21, -0.34, -2.17)
O (-3.02, 1.34, 1.08)
H (-2.13, 1.60, 1.35)
H (-3.50, 1.15, 1.90)
O (-0.15, -0.18, -0.45)
H (0.38, -0.28, 0.36)
H (-0.71, -0.96, -0.47)
O (0.81, 2.15, 1.28)
H (0.36, 2.18, 0.42)
H (0.81, 3.06, 1.60)
O (-1.88, 0.22, -3.25)
H (-1.25, -0.38, -3.66)
H (-1.32, 0.88, -2.80)
O (-1.46, -3.59, 1.16)
H (-2.07, -3.07, 1.69)
H (-1.46, -4.47, 1.56)
O (-0.27, 2.18, -1.94)
H (0.53, 2.68, -2.11)
H (0.03, 1.39, -1.42)

***

*two*
Below is a 13-piece molecular cluster, H26O13 overall, with properties calculated with wB97M-V/def2-TZVPD.

Summary:
Net charge: 0
HOMO-LUMO gap: 0.31794 Ha

CARTESIAN COORDINATES (ANGSTROEM)
H (0.10, -0.81, -0.53)
H (-0.14, 0.62, -0.30)
H (-1.39, 4.90, 0.07)
H (-0.11, 5.16, 0.93)
H (1.44, -6.01, -0.90)
H (0.07, -5.28, -0.68)
H (1.71, -1.63, 1.52)
H (2.81, -2.63, 1.23)
H (-1.03, 0.19, -3.06)
H (-2.41, 0.93, -3.28)
H (0.49, 2.11, 2.68)
H (-0.83, 2.48, 1.98)
H (2.86, 1.83, 2.44)
H (3.64, 1.99, 1.02)
H (-2.65, 2.48, -1.34)
H (-2.73, 2.91, 0.09)
H (-2.53, 0.51, 1.72)
H (-3.35, -0.79, 2.29)
H (1.90, 0.53, -1.31)
H (0.77, 0.60, -2.27)
H (0.55, -3.24, -0.27)
H (0.90, -3.37, -1.78)
H (-1.62, -1.24, -2.42)
H (-2.82, -0.97, -3.28)
H (2.79, -0.06, 1.85)
H (1.58, -0.24, 2.74)
O (0.52, -0.04, -0.13)
O (-0.99, 5.47, 0.80)
O (0.72, -5.75, -0.27)
O (1.86, -2.46, 1.05)
O (-1.82, 0.68, -2.60)
O (-0.35, 1.69, 2.22)
O (2.84, 1.67, 1.44)
O (-3.18, 3.08, -0.75)
O (-2.72, -0.12, 2.50)
O (1.69, 0.16, -2.14)
O (1.10, -3.71, -0.92)
O (-2.14, -1.62, -3.18)
O (2.47, -0.03, 2.84)

***

Relative energies in kcal/mol: *one* 0.0; *two* 134.9

***

*one*
Below is C2H5BrClN as an isolated structure, with properties calculated with wB97M-V/def2-TZVPD.

Summary:
Net charge: 0
HOMO-LUMO gap (alpha / beta): 0.28965 / 0.28962 Ha

CARTESIAN COORDINATES (ANGSTROEM)
C (0.90, -0.40, -1.32)
C (-1.13, 0.10, -0.12)
N (0.05, 0.35, -0.65)
Cl (-2.18, 1.53, 0.07)
Br (-1.98, -1.44, -0.10)
H (0.70, -1.52, -1.39)
H (0.77, -0.23, 2.62)
H (1.92, -0.13, -1.14)
H (0.63, 0.44, 2.42)
H (0.32, 1.30, -0.38)

***

*two*
Below is C2H5BrClN as an isolated structure, with properties calculated with wB97M-V/def2-TZVPD.

Summary:
Net charge: 0
HOMO-LUMO gap: 0.26820 Ha

CARTESIAN COORDINATES (ANGSTROEM)
C (-0.32, -0.26, 0.59)
C (2.76, -0.60, -0.07)
N (-0.21, -0.29, -0.84)
Cl (3.60, -1.83, 0.64)
Br (3.83, 0.99, -0.15)
H (0.78, -0.35, 0.93)
H (-0.72, 0.66, 0.67)
H (-0.87, -1.16, 0.99)
H (0.48, 0.31, -1.20)
H (0.02, -1.26, -1.27)

***

*three*
Below is a 2-piece molecular cluster, C2H5BrClN overall, with properties calculated with wB97M-V/def2-TZVPD.

Summary:
SMILES: ClNBr.C=C
Net charge: 0
HOMO-LUMO gap: 0.34176 Ha

CARTESIAN COORDINATES (ANGSTROEM)
C (1.50, 0.38, 0.86)
C (1.48, -0.14, -0.34)
N (-2.04, -0.25, -0.67)
Cl (-1.83, 1.41, -0.10)
Br (-2.44, -1.51, 0.59)
H (1.38, -0.30, 1.68)
H (1.80, 1.43, 1.07)
H (-2.89, -0.34, -1.27)
H (1.74, 0.49, -1.17)
H (1.30, -1.17, -0.66)

***

*four*
Below is a 2-piece molecular cluster, C2H5BrClN overall, with properties calculated with wB97M-V/def2-TZVPD.

Summary:
Net charge: 0
HOMO-LUMO gap (alpha / beta): 0.30168 / 0.30205 Ha

CARTESIAN COORDINATES (ANGSTROEM)
C (1.54, 1.02, -1.12)
C (-1.67, -1.07, 0.88)
N (-1.96, -0.66, -0.22)
Cl (-3.68, -1.12, -1.41)
Br (1.72, 2.78, -0.23)
H (0.84, 0.32, -0.53)
H (2.55, 0.58, -1.22)
H (-2.07, -1.88, 1.41)
H (1.13, 1.17, -2.10)
H (-1.44, 0.10, -0.66)

***

Relative energies in kcal/mol: *one* 10.5; *two* 19.7; *three* 0.0; *four* 5.8